# 1
{"formula": "C6H16BN4O3", "method": "ωB97M-V with the def2-TZVPD basis set", "relative_energy_kj_mol": 490.6, "charge": 1, "total_energy_ev": -19250.787, "lumo_energy_ha": -0.178, "orbital_gap_ev": 8.3, "symbols": ["C", "C", "O", "B", "O", "C", "N", "C", "N", "N", "N", "H", "H", "H", "H", "H", "H", "H", "H", "H", "H", "C", "C", "O", "H", "H", "H", "H", "H", "H"], "xyz": [[-1.458, 3.709, 2.610], [-2.353, 2.837, 3.671], [-2.446, 1.399, 3.377], [-1.163, 0.832, 2.917], [-0.036, 0.395, 3.764], [-1.000, 0.621, 1.262], [0.439, 0.642, 0.772], [0.158, 0.478, -0.735], [1.245, 0.473, -1.574], [-1.332, 0.363, -0.992], [-2.071, 0.447, 0.203], [-1.789, 4.851, 2.707], [-1.634, 3.433, 1.475], [-0.295, 3.714, 2.869], [-3.467, 3.259, 3.602], [-1.943, 2.970, 4.764], [0.710, 1.067, 3.582], [1.887, -0.367, -1.542], [1.493, 1.292, -2.192], [-1.753, 0.266, -1.960], [-3.103, 0.428, 0.360], [2.021, -4.443, -3.659], [2.654, -3.403, -2.759], [2.280, -2.101, -3.185], [2.332, -4.295, -4.698], [2.302, -5.453, -3.346], [0.929, -4.360, -3.639], [3.745, -3.475, -2.798], [2.337, -3.537, -1.720], [1.310, -2.044, -3.138]], "lowdin_charge": [-0.11, -0.21, -0.05, -0.38, 0.08, 0.01, 0.18, -0.21, 0.10, 0.08, 0.09, 0.11, 0.09, 0.10, 0.15, 0.15, 0.14, 0.13, 0.15, 0.19, 0.20, -0.09, -0.32, -0.11, 0.08, 0.08, 0.07, 0.12, 0.11, 0.07]}


# 2
{"formula": "C3H6NO2", "method": "ωB97M-V with the def2-TZVPD basis set", "relative_energy_kj_mol": 790.7, "charge": 1, "total_energy_ev": -8777.787, "lumo_energy_ha": [-0.220, -0.162], "orbital_gap_ev": [8.5, 9.8], "symbols": ["C", "C", "C", "N", "O", "O", "H", "H", "H", "H", "H", "H"], "xyz": [[0.405, 0.227, -0.232], [-0.790, -0.150, 0.019], [1.833, -0.083, -0.494], [-1.978, 0.486, 0.267], [1.335, 1.174, -0.123], [2.538, -0.754, 0.516], [-1.700, -2.678, -0.791], [2.182, -0.186, -1.528], [-1.727, 1.567, 0.570], [-2.368, 0.084, 1.166], [-2.484, 0.560, -0.631], [2.754, -0.248, 1.261]], "lowdin_charge": [-0.21, -0.04, -0.21, 0.16, 0.15, 0.09, 0.12, 0.18, 0.27, 0.21, 0.19, 0.09]}


# 3
{"formula": "C28H54F3N3O13P2", "method": "ωB97M-V with the def2-TZVPD basis set", "charge": 0, "total_energy_ev": -87733.454, "lumo_energy_ha": 0.005, "smiles": "CC(=O)N(C(C)=O)[C@@H]1[C@@H](CCC(=O)O)NC(=O)[C@]1(CCN)CCC(F)(F)F.CCOP(=O)(OCC)OCC.CCOP(=O)(OCC)OCC", "orbital_gap_ev": 8.8, "symbols": ["C", "C", "O", "N", "C", "C", "O", "C", "C", "C", "C", "C", "O", "O", "N", "C", "O", "C", "C", "C", "N", "C", "C", "C", "F", "F", "F", "H", "H", "H", "H", "H", "H", "H", "H", "H", "H", "H", "H", "H", "H", "H", "H", "H", "H", "H", "H", "H", "H", "H", "H", "C", "C", "O", "P", "O", "O", "C", "C", "O", "C", "C", "H", "H", "H", "H", "H", "H", "H", "H", "H", "H", "H", "H", "H", "H", "H", "C", "C", "O", "P", "O", "O", "C", "C", "O", "C", "C", "H", "H", "H", "H", "H", "H", "H", "H", "H", "H", "H", "H", "H", "H", "H"], "xyz": [[2.533, 0.608, -0.212], [2.571, -0.897, -0.316], [2.477, -1.533, 0.686], [2.762, -1.631, -1.568], [4.088, -1.533, -2.129], [4.805, -0.234, -2.414], [4.673, -2.553, -2.354], [1.685, -1.517, -2.561], [1.178, -0.154, -3.106], [2.073, 0.712, -4.017], [2.389, 2.115, -3.483], [1.269, 3.090, -3.785], [0.856, 3.300, -4.881], [0.746, 3.758, -2.730], [0.104, -0.639, -4.034], [-0.422, -1.855, -3.522], [-1.266, -2.487, -4.093], [0.324, -2.178, -2.220], [0.263, -3.737, -2.133], [1.442, -4.431, -1.468], [1.393, -4.253, -0.012], [-0.424, -1.637, -0.968], [-1.950, -1.533, -1.087], [-2.485, -0.166, -1.435], [-1.807, 0.840, -0.837], [-2.503, 0.105, -2.752], [-3.772, -0.093, -1.018], [3.499, 1.055, -0.436], [1.763, 1.072, -0.823], [2.320, 0.876, 0.819], [5.737, -0.175, -1.855], [5.080, -0.257, -3.467], [4.232, 0.659, -2.202], [2.017, -2.085, -3.437], [0.578, 0.458, -2.434], [2.977, 0.191, -4.328], [1.518, 0.893, -4.937], [2.688, 2.129, -2.438], [3.242, 2.491, -4.053], [1.250, 3.548, -1.935], [0.451, -0.944, -4.942], [0.129, -4.178, -3.120], [-0.642, -3.988, -1.576], [2.399, -4.143, -1.893], [1.325, -5.503, -1.683], [0.640, -4.815, 0.365], [2.259, -4.576, 0.398], [-0.163, -2.258, -0.116], [-0.011, -0.654, -0.730], [-2.346, -2.307, -1.741], [-2.356, -1.763, -0.102], [-7.228, -6.061, -0.337], [-6.586, -4.710, -0.598], [-6.567, -3.873, 0.566], [-5.560, -4.241, 1.783], [-4.185, -4.029, 1.286], [-5.777, -2.972, 2.779], [-4.701, -2.101, 3.126], [-4.641, -0.915, 2.187], [-6.489, -5.220, 2.628], [-7.552, -4.793, 3.501], [-8.634, -3.964, 2.851], [-6.627, -6.658, 0.352], [-7.329, -6.619, -1.267], [-8.213, -5.940, 0.115], [-5.568, -4.833, -0.977], [-7.157, -4.169, -1.352], [-3.756, -2.641, 3.143], [-4.886, -1.760, 4.146], [-4.701, -1.227, 1.145], [-3.717, -0.353, 2.331], [-5.483, -0.242, 2.361], [-7.131, -4.288, 4.368], [-7.992, -5.720, 3.869], [-8.268, -2.996, 2.516], [-9.430, -3.788, 3.576], [-9.055, -4.476, 1.986], [7.229, 5.067, 2.005], [6.266, 4.347, 2.933], [4.950, 4.917, 2.912], [4.020, 4.706, 1.602], [3.676, 3.270, 1.538], [2.629, 5.379, 2.112], [1.412, 4.639, 2.208], [1.222, 4.068, 3.598], [4.460, 5.957, 0.728], [4.019, 7.313, 0.949], [4.320, 7.881, 2.315], [6.947, 4.930, 0.958], [8.240, 4.682, 2.134], [7.228, 6.138, 2.202], [6.209, 3.285, 2.682], [6.616, 4.426, 3.961], [1.371, 3.859, 1.449], [0.604, 5.339, 1.984], [2.121, 3.559, 3.946], [0.392, 3.361, 3.616], [1.012, 4.866, 4.311], [2.961, 7.396, 0.708], [4.551, 7.899, 0.199], [3.767, 7.376, 3.104], [4.037, 8.934, 2.331], [5.381, 7.799, 2.549]], "lowdin_charge": [0.01, -0.42, 0.15, 0.06, -0.43, 0.01, 0.13, -0.15, -0.21, -0.11, -0.10, -0.52, 0.14, 0.12, 0.10, -0.44, 0.12, -0.27, -0.11, -0.26, 0.01, -0.09, -0.04, -0.60, 0.12, 0.14, 0.11, 0.07, 0.06, 0.09, 0.10, 0.10, 0.04, 0.17, 0.13, 0.11, 0.11, 0.08, 0.14, 0.10, 0.14, 0.12, 0.12, 0.10, 0.11, 0.07, 0.07, 0.11, 0.10, 0.14, 0.12, -0.08, -0.27, -0.20, 0.50, -0.22, -0.22, -0.27, -0.07, -0.20, -0.25, -0.07, 0.07, 0.08, 0.07, 0.11, 0.12, 0.10, 0.12, 0.06, 0.08, 0.08, 0.12, 0.12, 0.07, 0.08, 0.07, -0.08, -0.27, -0.20, 0.50, -0.22, -0.22, -0.27, -0.07, -0.20, -0.24, -0.07, 0.07, 0.08, 0.07, 0.11, 0.12, 0.10, 0.12, 0.08, 0.08, 0.08, 0.12, 0.12, 0.07, 0.09, 0.07]}


Asked for molecular weight across the records above, the calculation gives 203.031, 88.086, 759.690 g/mol in order.